<i>
Density functional theory data (ωB97M-V/def2-TZVPD) for C2HNO3 in the gas phase.

Geometry as XYZ:
```
7
Properties=species:S:1:pos:R:3
O -2.99 -0.55 0.20
C -1.89 -0.23 0.04
N -0.75 -0.15 -0.32
O 0.26 0.75 -0.15
C 1.48 0.20 0.03
O 2.44 0.88 0.19
H 1.46 -0.90 0.00
```

Output
* E_HOMO: -10.929 eV
* total charge: 0
* SMILES: O=C=NOC=O

<ii>
Density functional theory data (ωB97M-V/def2-TZVPD) for C2HNO3 in the gas phase.

Geometry as XYZ:
```
7
Properties=species:S:1:pos:R:3
N 2.83 0.20 0.05
C 1.73 -0.02 -0.13
C 0.12 -0.36 -0.15
O -0.24 -1.50 -0.09
O -0.43 0.82 -0.13
O -1.84 0.76 -0.10
H -2.17 0.10 0.55
```

Output
* E_HOMO: -12.435 eV
* total charge: 0
* SMILES: N#CC(=O)OO

Relative calculated energies, zero for the most stable structure, unit hartree: <i> 0.0000; <ii> 0.0536.

<i>
Density functional theory data (ωB97M-V/def2-TZVPD) for C2HNO3 in the gas phase.

Geometry as XYZ:
```
7
Properties=species:S:1:pos:R:3
C -0.90 -0.84 -0.01
C 1.59 -0.04 0.14
N -0.74 0.40 -0.19
O -1.65 -1.75 0.05
O 2.72 0.30 0.03
O 0.52 0.97 -0.14
H -1.55 0.96 0.12
```

Output
* E_HOMO (alpha / beta): -9.210 / -8.692 eV
* total charge: 0

<ii>
Density functional theory data (ωB97M-V/def2-TZVPD) for 2 unconnected molecules or ions with the total composition C2HNO3.

Geometry as XYZ:
```
7
Properties=species:S:1:pos:R:3
C 0.94 -0.56 -0.01
C -0.43 1.01 0.05
N -1.29 0.14 -0.13
O -0.01 2.11 0.03
O -1.51 -1.05 0.03
O 0.44 -1.61 0.04
H 1.87 -0.03 -0.01
```

Output
* E_HOMO: -8.927 eV
* total charge: 0

Relative calculated energies, zero for the most stable structure, unit hartree: <i> 0.0000; <ii> 0.0214.

<i>
Density functional theory data (ωB97M-V/def2-TZVPD) for 2 unconnected molecules or ions with the total composition C2H5OPS.

Geometry as XYZ:
```
10
Properties=species:S:1:pos:R:3
O -0.47 1.92 3.54
C -0.90 2.17 2.49
P -1.38 2.61 1.00
H -1.26 1.27 0.57
C 0.52 -0.56 -0.69
S 1.97 -1.78 -0.47
H 0.64 -0.22 -1.69
H 0.53 0.28 0.02
H -0.31 -1.25 -0.58
H 2.77 -0.80 -0.80
```

Output
* E_HOMO: -9.180 eV
* total charge: 0
* SMILES: O=C=P.CS

<ii>
Density functional theory data (ωB97M-V/def2-TZVPD) for a molecular structure, C2H5OPS.

Geometry as XYZ:
```
10
Properties=species:S:1:pos:R:3
C -1.20 0.20 -0.56
C 0.62 0.21 1.26
O 1.51 -0.78 -1.11
P 0.21 -1.01 -0.07
S -1.38 0.80 1.13
H -1.13 1.16 -1.25
H -2.09 -0.32 -0.84
H 0.71 -0.20 2.16
H 1.16 1.18 1.19
H 1.58 -1.26 -1.90
```

Output
* E_HOMO: -8.753 eV
* total charge: 0

Relative calculated energies, zero for the most stable structure, unit hartree: <i> 0.0165; <ii> 0.0000.

<i>
Density functional theory data (ωB97M-V/def2-TZVPD) for a molecular structure, C33H32BBaN4O8S.

Geometry as XYZ:
```
80
Properties=species:S:1:pos:R:3
Ba 0.87 -0.61 0.38
O 1.79 -5.38 0.03
C 0.64 -5.96 0.40
C 0.64 -7.35 0.59
C -0.51 -8.01 0.96
C -1.70 -7.30 1.15
C -1.70 -5.93 0.96
C -0.55 -5.24 0.58
C -0.57 -3.76 0.38
O 0.54 -3.18 0.11
N -1.74 -3.17 0.53
N -1.65 -1.83 0.30
C -2.64 -1.13 0.67
C -2.65 0.33 0.49
C -3.70 1.07 1.01
C -3.70 2.45 0.86
C -2.66 3.04 0.18
C -1.64 2.23 -0.30
N -1.62 0.91 -0.16
H 1.58 -4.41 -0.04
H 1.57 -7.88 0.43
H -0.49 -9.08 1.10
H -2.60 -7.81 1.45
H -2.60 -5.35 1.11
H -3.49 -1.59 1.17
H -4.49 0.57 1.55
H -4.50 3.05 1.28
H -2.60 4.11 0.04
H -0.79 2.66 -0.81
C 3.69 2.90 0.30
C 2.32 2.66 0.88
C 2.12 2.94 2.34
O 1.41 2.23 0.20
H 4.01 3.92 0.49
H 3.69 2.67 -0.76
H 4.40 2.24 0.81
H 2.70 3.81 2.67
H 2.48 2.07 2.89
H 1.06 3.07 2.55
O -1.49 2.35 3.65
C -0.79 1.38 3.87
N -0.32 0.50 2.95
S 0.67 -0.59 3.59
O 0.18 -1.93 3.42
O 2.01 -0.38 3.06
C 0.56 -0.04 5.26
C 1.15 -0.53 6.41
C 0.89 0.15 7.60
C 0.05 1.26 7.61
C -0.53 1.74 6.44
C -0.27 1.06 5.26
H 1.80 -1.40 6.39
H 1.33 -0.20 8.52
H -0.14 1.77 8.55
H -1.18 2.60 6.43
C 10.28 0.70 -0.66
C 9.17 1.69 -1.01
C 9.37 2.98 -0.21
C 9.29 2.04 -2.50
C 7.81 1.08 -0.67
C 7.54 0.70 0.65
C 6.32 0.15 1.04
C 5.37 -0.03 0.06
O 4.09 -0.49 0.17
B 3.46 -0.43 -1.15
O 4.51 0.10 -2.00
C 5.61 0.33 -1.25
C 6.82 0.88 -1.64
H 11.26 1.13 -0.90
H 10.17 -0.23 -1.23
H 10.27 0.45 0.40
H 10.33 3.43 -0.44
H 9.33 2.79 0.86
H 8.58 3.70 -0.45
H 10.28 2.47 -2.69
H 8.54 2.76 -2.81
H 9.19 1.15 -3.13
H 8.30 0.85 1.41
H 6.13 -0.13 2.07
H 6.96 1.15 -2.68
```

Output
* E_HOMO: -4.101 eV
* total charge: -1

<ii>
Density functional theory data (ωB97M-V/def2-TZVPD) for a molecular structure, C33H32BBaN4O8S.

Geometry as XYZ:
```
80
Properties=species:S:1:pos:R:3
Ba -0.67 1.04 -0.81
O 0.22 4.51 -3.03
C 1.52 4.87 -2.98
C 1.92 5.87 -3.87
C 3.23 6.29 -3.88
C 4.17 5.73 -3.01
C 3.75 4.74 -2.13
C 2.43 4.30 -2.09
C 2.02 3.25 -1.09
O 0.96 2.52 -1.40
N 2.77 3.11 -0.06
N 2.48 1.99 0.74
C 1.44 2.01 1.45
C 1.13 0.80 2.30
C 2.09 -0.14 2.62
C 1.68 -1.26 3.31
C 0.34 -1.41 3.64
C -0.54 -0.41 3.27
N -0.16 0.70 2.61
H 0.09 3.74 -2.44
H 1.18 6.29 -4.53
H 3.54 7.07 -4.58
H 5.20 6.05 -3.03
H 4.45 4.29 -1.44
H 0.71 2.82 1.44
H 3.11 0.01 2.31
H 2.40 -2.03 3.57
H -0.02 -2.29 4.16
H -1.60 -0.48 3.49
C -5.35 -1.00 -0.67
C -4.27 -0.38 -1.52
C -4.61 0.69 -2.53
O -3.12 -0.73 -1.37
H -6.35 -0.85 -1.07
H -5.29 -0.55 0.33
H -5.13 -2.07 -0.56
H -5.68 0.72 -2.76
H -4.04 0.52 -3.44
H -4.31 1.67 -2.14
O -4.26 1.18 1.86
C -3.74 2.06 1.21
N -2.46 2.00 0.64
S -2.16 3.32 -0.24
O -1.03 4.08 0.25
O -2.08 2.96 -1.67
C -3.66 4.15 0.06
C -4.05 5.40 -0.39
C -5.31 5.84 0.02
C -6.11 5.05 0.85
C -5.68 3.80 1.29
C -4.44 3.37 0.88
H -3.42 6.00 -1.03
H -5.66 6.80 -0.30
H -7.08 5.43 1.15
H -6.28 3.17 1.94
C 4.36 -7.08 0.33
C 3.37 -6.36 1.26
C 2.47 -7.41 1.92
C 4.17 -5.66 2.35
C 2.51 -5.38 0.46
C 1.69 -5.85 -0.57
C 0.88 -5.00 -1.34
C 0.91 -3.66 -1.04
O 0.21 -2.64 -1.61
B 0.58 -1.38 -0.91
O 1.57 -1.84 0.08
C 1.70 -3.18 -0.03
C 2.51 -4.00 0.73
H 4.99 -7.76 0.91
H 5.00 -6.36 -0.19
H 3.83 -7.67 -0.42
H 3.07 -8.10 2.53
H 1.94 -8.01 1.17
H 1.72 -6.94 2.56
H 4.76 -6.40 2.90
H 3.53 -5.14 3.07
H 4.86 -4.92 1.94
H 1.68 -6.92 -0.79
H 0.26 -5.39 -2.13
H 3.12 -3.57 1.51
```

Output
* E_HOMO: -4.160 eV
* total charge: -1

Relative calculated energies, zero for the most stable structure, unit hartree: <i> 0.0000; <ii> 0.0903.

<i>
Density functional theory data (ωB97M-V/def2-TZVPD) for a molecular structure, C4H9FO.

Geometry as XYZ:
```
15
Properties=species:S:1:pos:R:3
C -0.76 -2.43 -0.15
C -0.13 -0.37 0.16
C 0.77 0.77 -0.02
C 0.18 2.28 0.19
H -0.30 -3.58 -0.77
H -1.47 -2.91 0.68
H -1.10 -1.64 -1.30
H -0.60 -0.70 -0.79
H -0.75 0.14 1.00
H 1.70 0.75 0.68
H 1.23 1.01 -0.98
H -0.29 2.52 1.27
H -0.28 2.53 -0.63
O 0.49 -1.54 0.60
F 1.30 3.18 0.05
```

Output
* E_HOMO: -10.027 eV
* total charge: 0

<ii>
Density functional theory data (ωB97M-V/def2-TZVPD) for C4H9FO in the gas phase.

Geometry as XYZ:
```
15
Properties=species:S:1:pos:R:3
O -2.74 -0.71 0.06
C -1.60 0.20 -0.35
C -0.33 -0.20 0.22
C 0.86 0.64 -0.21
C 2.08 0.01 0.30
F 2.44 -1.11 -0.37
H -2.76 -1.67 0.09
H -1.93 1.15 0.04
H -1.68 0.29 -1.45
H -0.60 -0.01 1.26
H -0.23 -1.26 -0.02
H 0.81 1.64 0.24
H 0.90 0.63 -1.36
H 1.91 -0.38 1.35
H 2.88 0.78 0.21
```

Output
* E_HOMO: -10.299 eV
* total charge: 0
* SMILES: OCCCCF

<iii>
Density functional theory data (ωB97M-V/def2-TZVPD) for C4H9FO in the gas phase.

Geometry as XYZ:
```
15
Properties=species:S:1:pos:R:3
C -1.86 -0.96 -0.17
O -0.89 -0.16 0.57
C 0.31 0.25 -0.17
C 0.59 1.84 -0.01
C 1.30 -0.79 0.46
F 2.60 -1.08 -0.20
H -1.71 -2.07 -0.27
H -1.59 -0.70 -1.29
H -2.96 -0.78 0.10
H 0.29 0.00 -1.34
H -0.16 2.48 -0.66
H 1.66 2.05 -0.22
H 0.60 2.09 1.08
H 0.49 -1.70 0.54
H 1.33 -0.47 1.58
```

Output
* E_HOMO: -10.296 eV
* total charge: 0
* SMILES: CO[C@@H](C)CF

Relative calculated energies, zero for the most stable structure, unit hartree: <i> 0.2202; <ii> 0.0000; <iii> 0.0579.

<i>
Density functional theory data (ωB97M-V/def2-TZVPD) for C5H12N4 in the gas phase.

Geometry as XYZ:
```
21
Properties=species:S:1:pos:R:3
C -0.90 -2.21 1.10
C -0.59 -1.31 -0.05
C -1.19 0.24 -1.62
N -1.57 -0.81 -0.73
N 0.74 -0.93 -0.20
H 1.01 -1.00 -1.18
H -0.33 -3.14 1.01
H -0.59 -1.75 2.04
H -1.97 -2.44 1.13
H -2.09 0.68 -2.07
H -0.50 -0.06 -2.42
C 0.96 1.05 1.41
C 1.03 0.81 -0.09
N -0.47 1.33 -0.86
N 1.99 1.21 -0.85
H -1.10 1.68 -0.14
H -0.16 2.07 -1.48
H 2.87 1.28 -0.36
H 1.13 2.11 1.63
H 0.00 0.73 1.83
H 1.74 0.47 1.90
```

Output
* E_HOMO: -7.751 eV
* total charge: 0

<ii>
Density functional theory data (ωB97M-V/def2-TZVPD) for C5H12N4 in the gas phase.

Geometry as XYZ:
```
21
Properties=species:S:1:pos:R:3
C 1.46 -0.30 -2.66
C 0.59 -0.34 -1.83
N -0.53 -0.32 -0.94
N -1.56 -1.26 -1.11
C -0.45 0.65 0.16
N -0.39 1.96 -0.39
N -1.61 0.61 1.00
C 0.88 0.34 1.02
C 1.15 -1.14 1.29
H 2.34 -0.17 -3.26
H -2.35 -1.04 -0.51
H -1.20 -2.18 -0.81
H -1.13 2.36 -0.95
H 0.49 2.47 -0.47
H -2.12 1.46 1.20
H -1.80 -0.17 1.61
H 0.74 0.85 1.98
H 1.77 0.79 0.58
H 1.81 -1.25 2.16
H 1.67 -1.60 0.44
H 0.23 -1.70 1.48
```

Output
* E_HOMO: -7.551 eV
* total charge: 0
* SMILES: C#CN(N)C(N)(N)CC

Relative calculated energies, zero for the most stable structure, unit hartree: <i> 0.0000; <ii> 0.0430.

<i>
Density functional theory data (ωB97M-V/def2-TZVPD) for 2 unconnected molecules or ions with the total composition C5H12N4.

Geometry as XYZ:
```
21
Properties=species:S:1:pos:R:3
C 1.43 -0.41 -1.59
N 1.66 0.51 -0.78
C 1.32 0.49 0.56
C 1.64 -0.53 1.36
C 0.69 1.76 1.05
H 0.85 -1.31 -1.36
H 1.79 -0.31 -2.60
H 2.12 -1.41 0.98
H 1.49 -0.48 2.43
H -0.32 1.83 0.64
H 1.27 2.61 0.71
H 0.63 1.77 2.13
C -1.98 0.50 -1.50
N -1.66 -0.02 -0.21
N -1.53 -1.27 -0.17
N -1.28 -1.79 1.02
H -2.20 -0.29 -2.23
H -1.14 1.10 -1.86
H -2.85 1.15 -1.40
H -0.92 -2.72 1.02
H -1.03 -1.16 1.78
```

Output
* E_HOMO: -8.735 eV
* total charge: 0
* SMILES: C=NC(=C)C.C/N=N/N

<ii>
Density functional theory data (ωB97M-V/def2-TZVPD) for C5H12N4 in the gas phase.

Geometry as XYZ:
```
21
Properties=species:S:1:pos:R:3
C -1.86 -3.24 -0.68
C -1.32 -2.22 -0.13
N -0.73 -1.06 -0.69
C 0.15 -1.11 -1.88
N -0.19 -0.10 0.27
N 0.24 1.00 -0.26
N 0.76 1.81 0.70
C 0.70 3.25 0.41
C 1.18 1.17 1.94
H -2.38 -4.04 -0.12
H -1.84 -3.52 -1.79
H -1.41 -2.13 0.97
H -0.27 -1.34 -2.88
H 1.00 -1.86 -1.67
H 0.35 -0.09 -2.01
H 0.54 3.35 -0.67
H -0.31 3.53 0.80
H 1.54 3.80 0.95
H 2.10 1.60 2.30
H 0.41 1.11 2.76
H 1.32 0.09 1.68
```

Output
* E_HOMO: -7.541 eV
* total charge: 0
* SMILES: C=CN(C)/N=N/N(C)C

<iii>
Density functional theory data (ωB97M-V/def2-TZVPD) for 2 unconnected molecules or ions with the total composition C5H12N4.

Geometry as XYZ:
```
21
Properties=species:S:1:pos:R:3
C -0.56 -0.52 -0.43
C -1.42 -0.81 0.81
C -1.21 0.61 -1.23
C 0.59 1.85 1.41
C 0.88 -0.22 -0.01
N -0.56 -1.71 -1.29
N 1.58 0.68 -0.80
N 1.48 2.15 2.12
N 1.57 -0.88 0.85
H -0.13 -2.49 -0.80
H 0.00 -1.54 -2.12
H 2.55 0.80 -0.52
H 1.08 1.43 -1.24
H 2.17 2.20 2.85
H 1.03 -1.56 1.37
H -2.45 -0.98 0.50
H -1.08 -1.70 1.32
H -1.37 0.04 1.49
H -1.24 1.53 -0.64
H -0.69 0.80 -2.16
H -2.23 0.33 -1.47
```

Output
* E_HOMO: -8.890 eV
* total charge: 0

Relative calculated energies, zero for the most stable structure, unit hartree: <i> 0.0609; <ii> 0.1254; <iii> 0.0000.

<i>
Density functional theory data (ωB97M-V/def2-TZVPD) for a gas-phase ion, C4H6NO (charge +1).

Geometry as XYZ:
```
12
Properties=species:S:1:pos:R:3
C -0.26 -1.90 0.36
N -0.14 -0.43 0.40
C 0.26 0.47 1.24
C 0.02 1.04 0.01
C 0.30 1.68 -1.24
O -0.93 1.69 -0.58
H -0.29 -2.42 1.32
H 0.66 -2.23 -0.26
H -1.20 -2.15 -0.18
H 0.58 0.62 2.41
H 0.66 2.73 -1.34
H 0.35 0.91 -2.16
```

Output
* E_HOMO: -15.982 eV
* total charge: +1
* SMILES: C[N+]1=C[C@@]12CO2

<ii>
Density functional theory data (ωB97M-V/def2-TZVPD) for a molecular structure, C4H6NO.

Geometry as XYZ:
```
12
Properties=species:S:1:pos:R:3
C 1.15 -0.82 1.15
C 0.59 0.55 1.33
C 0.41 -1.33 0.05
C -0.35 0.07 0.11
N -0.22 1.05 -1.08
O -1.70 0.01 0.42
H 1.91 -1.48 1.63
H 0.63 -2.06 -0.84
H -0.82 0.60 -1.70
H 0.62 0.94 -1.64
H -0.37 2.02 -0.62
H -1.85 0.44 1.18
```

Output
* E_HOMO: -14.272 eV
* total charge: +1

Relative calculated energies, zero for the most stable structure, unit hartree: <i> 0.0000; <ii> 0.0421.